1.
ORCA calculation (ωB97M-V with the def2-TZVPD basis set) on a structure of composition C31H45O3W.

## Properties
LUMO (alpha / beta) = -2.1 / -4.0 eV
Net charge = +1
E_HOMO (alpha / beta) = -10.48 / -10.20 eV
ΔE to the lowest compared entry with this formula, charge and spin = 0.000 eV
Spin multiplicity = 3

Cartesian coordinates (Å):
O: -0.1791 -1.0147 -6.1568
C: -1.5466 -0.6700 -5.7489
C: -1.8564 -2.0821 -5.2368
H: -2.1507 -0.3642 -6.6142
H: -1.5474 0.1000 -4.9636
C: -0.4384 -2.4112 -5.8176
H: -2.6821 -2.5933 -5.7358
H: -1.9177 -2.1450 -4.1460
C: -0.5112 -3.2690 -7.0736
H: -1.3257 -2.9421 -7.7296
H: -0.6845 -4.3172 -6.8007
H: 0.4329 -3.2101 -7.6265
C: 0.5563 -2.9548 -4.8029
H: 0.0255 -3.4251 -3.9669
H: 1.2075 -2.1667 -4.4089
H: 1.1775 -3.7168 -5.2850
W: -0.1340 -0.0824 -0.7000
C: -1.9749 -1.2860 0.1520
C: -1.9712 0.0464 0.6700
C: -2.0596 0.9581 -0.4537
H: -2.0074 0.3237 1.7142
C: -2.0966 0.1601 -1.6613
C: -2.0429 -1.2249 -1.2734
H: -2.1567 -2.0726 -1.9481
H: -2.0310 -2.1851 0.7582
H: -2.1940 2.0332 -0.3794
H: -2.2556 0.5300 -2.6748
C: 0.8642 -1.4302 0.9097
C: 0.7152 -2.1989 -0.2924
C: 1.5496 -1.6156 -1.3053
H: 0.1791 -3.1442 -0.3898
C: 2.2101 -0.4685 -0.7260
C: 1.7956 -0.3684 0.6476
H: 2.1558 0.3391 1.3924
H: 0.4616 -1.6747 1.8934
H: 1.7272 -2.0261 -2.2975
H: 2.9468 0.1564 -1.2182
O: 0.3467 1.8848 -1.9326
C: 1.0220 1.5772 -3.1972
C: 1.1112 2.8679 -3.9713
H: 0.4346 0.7955 -3.7021
H: 2.0194 1.1849 -2.9433
C: 0.7071 3.9973 -3.0052
H: 0.4462 2.8285 -4.8331
H: 2.1258 3.0108 -4.3350
C: 0.3403 3.3315 -1.6991
H: -0.1368 4.5614 -3.4043
H: 1.5315 4.6980 -2.8772
H: -0.6630 3.6120 -1.3531
H: 1.0810 3.5453 -0.9165
C: -0.2426 2.8012 2.3675
C: -1.0989 2.5659 3.6119
C: -2.5866 2.6828 3.2672
C: -0.7832 1.3010 4.4002
C: -1.6933 0.8145 5.3233
C: -1.4173 -0.2999 6.1160
C: -0.1972 -0.9755 6.0009
C: 0.7793 -0.5408 5.1291
C: 2.1350 -1.2215 4.9895
C: 3.2841 -0.3248 5.4550
C: 2.2116 -2.5661 5.7147
C: 0.5330 0.6567 4.3197
O: 1.4457 1.1062 3.5834
H: -0.2956 1.9453 1.6837
H: 0.8025 2.9487 2.6478
H: -0.6019 3.6904 1.8330
H: -0.8650 3.4057 4.2899
H: -2.9483 1.7854 2.7510
H: -3.1863 2.8290 4.1708
H: -2.7599 3.5436 2.6112
H: -2.6586 1.3139 5.4334
H: -2.1603 -0.6510 6.8322
H: -0.0079 -1.8545 6.6221
H: 2.2815 -1.4052 3.9126
H: 3.1654 -0.0800 6.5178
H: 4.2428 -0.8375 5.3211
H: 3.2906 0.6012 4.8746
H: 1.4071 -3.2364 5.3964
H: 3.1660 -3.0538 5.4891
H: 2.1508 -2.4268 6.8007

---

2.
ORCA calculation (ωB97M-V with the def2-TZVPD basis set) on a structure of composition C31H46BF4MnN7O4P.

## Properties
LUMO (alpha / beta) = 2.2 / 2.2 eV
Net charge = -1
E_HOMO (alpha / beta) = -5.01 / -4.72 eV
ΔE to the lowest compared entry with this formula, charge and spin = 0.000 eV
Spin multiplicity = 2

Cartesian coordinates (Å):
Mn: 0.1927 -0.4272 -0.1343
N: -1.9996 1.4825 1.8066
C: -3.1480 1.2063 1.1634
C: -4.2655 2.0240 1.2763
C: -5.4910 1.6812 0.6947
C: -5.6434 0.5102 0.0021
C: -4.5233 -0.3380 -0.1587
C: -4.6257 -1.5771 -0.8348
C: -3.5258 -2.3664 -0.9633
C: -2.2920 -1.8881 -0.4769
N: -2.1428 -0.7389 0.1388
C: -3.2590 0.0189 0.3607
H: -1.2004 0.8770 1.7703
H: -1.9176 2.3036 2.3743
H: -4.1819 2.9325 1.8611
H: -6.3335 2.3511 0.8205
H: -6.5950 0.2174 -0.4240
H: -5.5891 -1.8786 -1.2302
H: -3.5649 -3.3272 -1.4599
H: -1.3777 -2.4451 -0.6499
O: 3.5285 4.4295 -0.2670
C: 4.2991 3.3967 0.0201
O: 5.4952 3.5076 0.1800
C: 3.6402 2.0687 0.1335
C: 4.2995 0.9118 0.4913
N: 3.3946 -0.0768 0.4807
N: 2.1846 0.3529 0.1371
C: 2.3059 1.6534 -0.0634
C: 1.0355 2.3712 -0.3917
O: 1.0692 3.5958 -0.6059
O: 0.0214 1.6257 -0.4210
H: 2.5528 4.1678 -0.3639
H: 5.3303 0.7540 0.7602
H: 3.5161 -1.0411 0.7282
F: 0.2539 -0.3885 1.9134
B: 0.7019 -0.0047 3.2730
F: 2.0321 -0.4102 3.3730
F: -0.1152 -0.6776 4.1672
F: 0.5639 1.3756 3.3621
C: 0.6894 -3.3979 2.4933
C: 0.6145 -4.5070 1.4270
C: 1.2984 -5.7635 1.9845
C: -0.8817 -4.8312 1.2723
P: 1.3043 -3.8002 -0.2016
N: 0.8939 -2.3423 -0.4894
C: 3.2057 -3.9764 -0.0842
C: 3.6297 -3.3287 1.2497
C: 3.8306 -5.3760 -0.1498
C: 3.8144 -3.1427 -1.2263
C: 0.7697 -4.9785 -1.6146
C: -0.6360 -4.5645 -2.0810
C: 0.7835 -6.4808 -1.3117
C: 1.6851 -4.7647 -2.8308
H: -0.0949 -3.5557 3.2386
H: 0.5296 -2.4104 2.0661
H: 1.6393 -3.3952 3.0257
H: 0.7929 -6.0324 2.9179
H: 2.3453 -5.6015 2.2316
H: 1.2323 -6.6244 1.3199
H: -1.2444 -5.1937 2.2386
H: -1.0927 -5.6038 0.5390
H: -1.4632 -3.9424 1.0265
H: 3.5913 -4.0299 2.0824
H: 2.9935 -2.4871 1.5313
H: 4.6671 -2.9853 1.1756
H: 3.4315 -6.0594 0.5975
H: 4.9073 -5.2854 0.0347
H: 3.7160 -5.8409 -1.1288
H: 3.2845 -2.1986 -1.3528
H: 3.7913 -3.6691 -2.1785
H: 4.8656 -2.9352 -1.0000
H: -1.4186 -4.8548 -1.3829
H: -0.8516 -5.0542 -3.0363
H: -0.6909 -3.4875 -2.2339
H: 0.0507 -6.7700 -0.5616
H: 1.7626 -6.8320 -0.9833
H: 0.5341 -7.0250 -2.2299
H: 1.7981 -3.7111 -3.0820
H: 1.2331 -5.2608 -3.6957
H: 2.6773 -5.1922 -2.6963
C: 1.7965 -1.4689 -5.0607
C: 0.8120 -0.8122 -4.1521
C: -0.1183 0.1865 -4.3866
C: -0.7653 0.4029 -3.1578
N: -0.2625 -0.4186 -2.2422
N: 0.6844 -1.1456 -2.8639
C: -1.8675 1.3588 -2.8433
H: 1.8015 -0.9653 -6.0259
H: 1.5510 -2.5196 -5.2280
H: 2.8067 -1.4218 -4.6495
H: -0.3111 0.6881 -5.3214
H: 1.1438 -1.8082 -2.2031
H: -2.2067 1.8544 -3.7528
H: -1.5263 2.1067 -2.1283
H: -2.7177 0.8381 -2.3990

---

3.
ORCA calculation (ωB97M-V with the def2-TZVPD basis set) on a cluster of 7 separate species, C31H46Cl2FN2O21S in total.

## Properties
LUMO = -4.9 eV
Net charge = +1
E_HOMO = -12.03 eV
ΔE to the lowest compared entry with this formula, charge and spin = 3.311 eV
Spin multiplicity = 1

Cartesian coordinates (Å):
C: 4.0013 1.2230 2.7672
C: 4.0186 -0.2627 3.4064
O: 2.9206 -0.4106 4.3498
C: 1.6989 -0.7878 3.6499
C: 0.6263 0.4323 3.6876
C: -0.7164 0.1312 2.8530
C: -1.3955 -1.0698 3.7002
C: -1.6300 -2.3981 2.8322
C: -0.4534 -3.4120 2.3984
N: -2.8402 -2.7056 2.3903
C: -0.5812 -0.0803 1.2380
C: -0.8348 1.3207 0.4463
O: -2.0936 1.0909 -0.2497
C: 0.1596 1.7255 -0.7383
C: 1.6832 1.8610 -0.2800
O: 2.0984 2.9885 0.0199
Cl: 2.6851 0.3333 -0.2848
N: -1.2393 2.3577 1.5033
Cl: -2.8793 2.8761 1.0562
C: -1.5161 1.5531 2.8210
F: -2.9598 1.4650 2.9431
S: -1.1172 2.8179 4.1302
H: 3.0458 1.4398 2.1841
H: 4.8661 1.3241 2.0282
H: 4.1774 1.9691 3.6178
H: 5.0326 -0.3544 3.9355
H: 4.0154 -1.0691 2.5893
H: 1.8669 -1.0627 2.5575
H: 1.2944 -1.6979 4.2315
H: 0.3396 0.5343 4.7998
H: 1.2051 1.3542 3.3102
H: -0.8360 -1.2821 4.6757
H: -2.4493 -0.7283 4.0252
H: -0.4631 -4.3831 2.9903
H: -0.6512 -3.6770 1.2936
H: 0.5869 -2.9541 2.4336
H: -2.7787 -3.5970 1.8537
H: -1.3708 -0.7391 0.7255
H: 0.3844 -0.6485 0.9754
H: -1.9196 0.5568 -1.0697
H: 0.1292 0.8529 -1.4929
H: -0.2556 2.6337 -1.2848
H: -0.7410 3.2584 1.5765
H: -1.3938 4.0492 3.5403
C: -3.9426 3.0969 -2.7116
C: -3.4576 4.4809 -3.0239
O: -2.7583 4.3045 -4.2482
C: -3.2633 3.1871 -4.8415
O: -3.0149 2.8471 -5.9605
O: -4.0865 2.5088 -3.9964
H: -4.8939 3.0988 -2.1774
H: -3.2140 2.5171 -2.1375
H: -4.2779 5.1864 -3.1829
H: -2.7960 4.8760 -2.2512
C: -5.6133 -2.5786 -1.4904
C: -4.7089 -3.1198 -0.4294
O: -3.4323 -2.6081 -0.8039
C: -3.6558 -1.4954 -1.5571
O: -2.7963 -0.7200 -1.8991
O: -4.9669 -1.3702 -1.8717
H: -6.6196 -2.3814 -1.1199
H: -5.6785 -3.2351 -2.3623
H: -4.9602 -2.7458 0.5670
H: -4.6990 -4.2102 -0.4062
C: 0.5137 -2.8770 -2.5344
C: -0.7504 -3.5894 -2.9054
O: -0.3873 -4.9603 -2.8195
C: 0.6739 -5.0395 -1.9719
O: 1.1246 -6.0618 -1.5465
O: 1.1577 -3.8011 -1.6669
H: 0.3250 -1.9307 -2.0241
H: 1.1598 -2.6918 -3.3975
H: -1.5621 -3.3935 -2.1997
H: -1.0882 -3.3404 -3.9123
C: 4.4648 -5.2061 -2.5367
C: 4.3070 -4.3228 -1.3364
O: 5.5837 -3.7104 -1.2166
C: 6.1626 -3.7469 -2.4494
O: 7.1682 -3.1698 -2.7393
O: 5.4459 -4.5238 -3.3076
H: 3.5366 -5.3170 -3.0986
H: 4.8443 -6.1989 -2.2794
H: 3.5547 -3.5440 -1.4857
H: 4.0603 -4.8853 -0.4349
C: 3.7164 1.5170 7.7357
C: 2.5774 0.5829 7.4570
O: 2.3854 -0.0705 8.7033
C: 2.8832 0.7523 9.6686
O: 2.7333 0.5834 10.8413
O: 3.5722 1.7924 9.1221
H: 3.6568 2.4351 7.1492
H: 4.6913 1.0505 7.5670
H: 1.6571 1.1129 7.1900
H: 2.8118 -0.1372 6.6728
C: -0.6395 4.6136 -8.4395
C: -1.7764 5.2410 -7.6913
O: -1.7498 6.5898 -8.1392
C: -1.1354 6.5966 -9.3544
O: -1.0946 7.5421 -10.0844
O: -0.5749 5.3865 -9.6303
H: -0.8200 3.5624 -8.6676
H: 0.3126 4.7034 -7.9078
H: -2.7424 4.8004 -7.9520
H: -1.6435 5.1883 -6.6103

---

spin multiplicity of number 3 (C31H46Cl2FN2O21S)? 1